(1)
A cluster of 5 separate species, C29H42Br2ClF13NO9 in total in a non-equilibrium geometry. Source: OMol25; level of theory: ωB97M-V with the def2-TZVPD basis set.

The calculation puts the max |F| at 1.87 eV Å⁻¹. Its calculated total energy is -8768.4093 a.u. As for the net charge: +1. The value obtained for the gap between HOMO and LUMO is 7.815 eV. Its HOMO energy is -12.21 eV.

Last column: Mulliken charge in e.
Atoms and positions in Å:
1 C -2.4092 5.7424 -10.5855  -0.98
2 C -3.9088 5.5225 -10.8917  -0.53
3 Br -4.0288 4.7255 -12.6697  -0.05
4 C -4.5874 4.5620 -9.8667  -0.60
5 Br -3.8328 2.7784 -10.0199  0.07
6 C -4.4624 5.0869 -8.4795  -0.14
7 N -4.1929 6.3255 -8.2795  0.03
8 C -4.0467 6.6668 -6.8596  -0.21
9 Cl -5.5304 7.2820 -6.1510  -0.12
10 C -3.5599 5.2998 -6.3506  0.01
11 C -3.3588 5.1579 -4.8755  -1.18
12 C -2.8356 3.7909 -4.4264  -0.40
13 C -1.7218 3.8765 -3.3748  -0.74
14 C -0.6539 2.8436 -3.6390  -0.61
15 O -0.1464 3.0097 -4.9532  -0.56
16 C -4.6150 4.4389 -7.1133  0.35
17 C -4.6644 2.9165 -6.9804  -1.13
18 C -5.5146 2.5053 -5.7725  -0.55
19 F -6.5985 1.7748 -6.2365  -0.37
20 H -1.8065 5.6424 -11.4706  0.46
21 H -2.2603 6.7223 -10.1456  0.31
22 H -2.0718 5.0317 -9.8401  0.29
23 H -4.4194 6.4747 -10.8935  0.59
24 H -5.6439 4.5404 -10.1180  0.50
25 H -4.0719 7.0557 -8.9696  0.28
26 H -3.2563 7.3933 -6.7268  0.59
27 H -2.6655 5.1712 -6.9552  0.43
28 H -4.2354 5.4657 -4.3198  0.40
29 H -2.5893 5.8805 -4.6118  0.44
30 H -2.4715 3.1990 -5.2542  0.32
31 H -3.6510 3.2466 -3.9687  0.25
32 H -2.1441 3.7056 -2.3943  0.37
33 H -1.2389 4.8514 -3.3579  0.35
34 H -1.0910 1.8720 -3.4822  0.29
35 H 0.1551 3.0115 -2.9324  0.41
36 H 0.3182 2.2062 -5.2239  0.32
37 H -5.6321 4.7482 -6.8517  0.36
38 H -5.2188 2.5463 -7.8283  0.65
39 H -3.6903 2.4529 -6.9379  0.51
40 H -5.9288 3.3720 -5.2641  0.33
41 H -4.9690 1.8794 -5.0806  0.25
42 C 2.8540 -0.7223 1.4562  -0.64
43 C 2.9417 -0.3349 -0.0023  -0.41
44 O 1.7118 -0.6289 -0.7079  -0.30
45 C 0.7440 0.2611 -0.5920  0.26
46 O 0.7709 1.2846 0.0297  -0.53
47 C -0.4626 -0.1812 -1.4345  1.03
48 F -0.7401 -1.4817 -1.2775  -0.24
49 F -0.2176 0.0355 -2.7478  -0.28
50 F -1.5607 0.5142 -1.1121  -0.26
51 H 2.5694 -1.7691 1.5637  0.18
52 H 3.8068 -0.5667 1.9466  0.18
53 H 2.0988 -0.1280 1.9730  0.34
54 H 3.7113 -0.9194 -0.5015  0.37
55 H 3.1983 0.7166 -0.1249  0.35
56 C 3.2644 -1.9310 7.8541  -1.12
57 C 4.6244 -2.4412 7.4315  -0.07
58 O 4.8855 -2.1488 6.0433  -0.33
59 C 5.3229 -0.9286 5.7700  0.24
60 O 5.5243 -0.0434 6.5491  -0.52
61 C 5.5864 -0.8140 4.2609  0.97
62 F 4.5782 -1.3500 3.5425  -0.20
63 F 6.7165 -1.4613 3.9267  -0.26
64 F 5.7240 0.4608 3.8808  -0.27
65 H 2.4884 -2.3234 7.1969  0.26
66 H 3.0335 -2.2267 8.8616  0.34
67 H 3.2205 -0.8426 7.7862  0.42
68 H 4.6682 -3.5240 7.5142  0.27
69 H 5.4181 -2.0345 8.0569  0.28
70 C 1.8290 -5.2901 13.9207  -1.11
71 C 0.9305 -5.0375 12.7296  -0.22
72 O 1.6761 -4.4937 11.6209  -0.30
73 C 2.3322 -5.3701 10.8727  -0.04
74 O 2.3701 -6.5554 11.0211  -0.52
75 C 3.0309 -4.6356 9.7197  1.35
76 F 3.6615 -3.5148 10.1485  -0.30
77 F 2.1334 -4.2774 8.7761  -0.26
78 F 3.9442 -5.4021 9.1301  -0.26
79 H 2.3634 -4.3802 14.1948  0.31
80 H 1.2401 -5.6236 14.7740  0.38
81 H 2.5736 -6.0532 13.6962  0.32
82 H 0.1797 -4.2892 12.9731  0.31
83 H 0.4073 -5.9412 12.4209  0.33
84 C 0.7641 -6.7839 0.2364  -1.09
85 C 0.3959 -6.4521 1.6664  -0.24
86 O 1.5626 -6.4229 2.5107  -0.33
87 C 2.2718 -5.3032 2.4910  0.31
88 O 2.0399 -4.3219 1.8443  -0.53
89 C 3.4500 -5.4150 3.4738  1.00
90 F 4.0692 -6.6004 3.3603  -0.27
91 F 3.0054 -5.2930 4.7387  -0.27
92 F 4.3441 -4.4499 3.2489  -0.23
93 H 1.3231 -7.7190 0.1942  0.31
94 H -0.1339 -6.8822 -0.3723  0.37
95 H 1.3921 -6.0062 -0.1976  0.30
96 H -0.2470 -7.2256 2.0809  0.32
97 H -0.1399 -5.5064 1.7350  0.32



(2)
A cluster of 3 separate species, C29H42Br3N3O7P in total in a non-equilibrium geometry. Source: OMol25; level of theory: ωB97M-V with the def2-TZVPD basis set.

The calculation puts the max |F| at 3.50 eV Å⁻¹. Its calculated total energy is -9884.2545 a.u. For the energy above the lowest of the compared OMol25 structures with the same formula, charge and spin, the calculation gives 0.0000 eV. As for the net charge: +1. The value obtained for the gap between HOMO and LUMO is 7.861 eV. Its HOMO energy is -11.76 eV.

Last column: Mulliken charge in e.
Atoms and positions in Å:
1 C 0.8785 -2.4601 3.5196  -0.85
2 C 2.1990 -2.0591 2.8608  -0.54
3 C 2.2300 -2.3247 1.3619  -0.84
4 N 1.0865 -1.7313 0.6741  0.93
5 C 1.2377 -1.6188 -0.7585  -1.56
6 C 1.4137 -0.2296 -1.3675  -1.78
7 N 0.2189 0.7100 -1.3723  1.58
8 C 0.3065 1.6525 -0.1548  1.32
9 C 0.9896 1.1853 1.1181  -2.24
10 C -0.9859 2.4376 0.1706  -0.48
11 C -1.6083 2.2347 1.5625  -1.88
12 C 0.3985 1.5827 -2.6360  -1.50
13 Br 2.2698 2.0807 -2.9820  0.06
14 C -0.4094 2.8848 -2.7569  0.33
15 C 0.1775 4.1731 -2.1760  -0.82
16 Br -0.6785 3.1498 -4.6961  0.01
17 C -1.0003 -0.2123 -1.4787  2.30
18 C -1.6294 -0.5278 -0.1124  -2.64
19 C -2.3430 -1.8770 0.0524  0.26
20 C -3.2460 -1.8238 1.2618  -0.03
21 O -4.4003 -2.2677 1.2753  -0.59
22 O -2.6699 -1.2490 2.3902  -0.45
23 P -2.4960 0.5526 -2.4941  0.20
24 O -3.7288 -0.3685 -1.9953  -0.51
25 Br -2.2934 -0.2686 -4.5490  -0.18
26 C -0.6732 -1.5095 -2.2231  -3.34
27 N 0.2201 -2.4128 -1.4683  0.14
28 H 0.8006 -1.9923 4.4944  0.39
29 H 0.8304 -3.5324 3.6719  0.34
30 H 0.0257 -2.1327 2.9373  -0.04
31 H 2.3546 -0.9957 3.0168  0.22
32 H 2.9987 -2.6310 3.3158  0.41
33 H 2.2765 -3.4001 1.1719  0.37
34 H 3.1452 -1.8774 0.9826  0.44
35 H 0.2718 -2.2824 0.8855  -0.25
36 H 2.1875 -2.1013 -0.9931  0.68
37 H 1.6904 -0.4451 -2.3904  0.87
38 H 2.2787 0.2310 -0.9194  0.64
39 H 1.0011 2.4180 -0.4765  0.64
40 H 1.1177 2.0905 1.7041  0.56
41 H 1.9908 0.8052 0.9702  0.50
42 H 0.4619 0.4731 1.7343  0.19
43 H -0.7643 3.4917 0.0918  0.02
44 H -1.7666 2.2521 -0.5619  0.35
45 H -1.0830 2.8574 2.2766  0.48
46 H -1.6299 1.2138 1.9092  0.20
47 H -2.6103 2.6510 1.5302  0.46
48 H 0.1766 0.9421 -3.4775  1.00
49 H -1.4258 2.8148 -2.4201  0.31
50 H 0.4801 4.8531 -2.9589  0.53
51 H 0.9883 4.0306 -1.4775  -0.08
52 H -0.5940 4.7091 -1.6330  0.32
53 H -0.9258 -0.4595 0.7047  0.06
54 H -2.3718 0.2422 0.0975  1.90
55 H -2.9466 -2.1850 -0.7843  0.47
56 H -1.6232 -2.6636 0.2644  -0.38
57 H -3.0912 -0.3965 2.5305  0.34
58 H -4.2568 0.0786 -1.3296  0.36
59 H -0.2045 -1.2938 -3.1829  0.62
60 H -1.5929 -2.0059 -2.5052  0.70
61 H 0.7046 -2.9660 -2.1605  0.50
62 C 3.8593 7.0913 0.1852  -0.49
63 C 3.1968 5.9609 -0.0420  -0.17
64 C 2.1110 5.5150 0.8603  0.13
65 O 1.5057 4.4773 0.6498  -0.17
66 C 1.7835 6.3681 2.0241  -0.29
67 C 2.4432 7.4995 2.2557  -0.49
68 C 3.5348 7.9529 1.3535  0.29
69 O 4.1343 8.9801 1.5596  -0.51
70 H 4.6571 7.4379 -0.4590  0.43
71 H 3.4168 5.3191 -0.8864  0.44
72 H 0.9854 6.0194 2.6672  0.42
73 H 2.2223 8.1391 3.1004  0.41
74 C -1.7171 -8.2890 0.1583  -0.44
75 C -0.9804 -7.4950 0.9315  -0.52
76 C -0.7241 -6.0854 0.5552  0.33
77 O -0.0541 -5.3486 1.2527  -0.47
78 C -1.3167 -5.5928 -0.7100  0.06
79 C -2.0545 -6.3809 -1.4859  -0.38
80 C -2.3142 -7.7967 -1.1113  0.20
81 O -2.9851 -8.5159 -1.8136  -0.53
82 H -1.9183 -9.3219 0.4115  0.42
83 H -0.5387 -7.8334 1.8599  0.44
84 H -1.1082 -4.5575 -0.9480  0.44
85 H -2.4970 -6.0408 -2.4138  0.46



(3)
A structure of composition C29H42ClF3RuSbSe2SiTe2 in a non-equilibrium geometry. Source: OMol25; level of theory: ωB97M-V with the def2-TZVPD basis set.

The calculation puts the max |F| at 5.99 eV Å⁻¹. Its calculated total energy is -7853.3687 a.u. As for the expectation value of S²: 8.78. As for the net charge: -2. As for the spin multiplicity: 6. The value obtained for the gap between HOMO and LUMO (alpha / beta) is 3.219 / 4.155 eV. Its HOMO energy (alpha / beta) is 0.65 / -0.29 eV.

Last column: Mulliken spin population.
Atoms and positions in Å:
1 Ru -0.0530 2.6351 -0.4561  2.96
2 Se 1.6972 0.9519 -0.7024  0.18
3 Te 3.7459 2.4541 -0.6142  0.54
4 Te 2.6705 5.2823 -1.1862  0.59
5 Se 0.3005 4.8824 -1.5546  0.40
6 F -4.3464 8.6226 0.2583  0.00
7 C -4.4065 7.7596 1.3233  0.00
8 F -5.7475 7.6846 1.6959  0.00
9 F -3.6935 8.3060 2.4014  0.00
10 C -3.8755 6.3922 1.0285  0.01
11 C -3.5662 5.5258 2.0997  0.00
12 C -2.9312 4.3110 1.7922  0.02
13 C -2.7010 4.0416 0.4497  -0.01
14 C -3.3352 4.8111 -0.5905  0.02
15 C -3.8642 6.0470 -0.3151  0.00
16 C -1.8513 3.0299 -0.1374  -0.81
17 C -1.7237 1.7979 -0.6233  0.74
18 H -3.6114 5.9803 3.1138  0.00
19 H -2.5536 3.6545 2.5890  0.00
20 H -3.2816 4.4765 -1.6113  0.00
21 H -4.0765 6.8207 -1.0442  0.00
22 C 4.4020 -6.0780 -0.1010  0.00
23 C 4.7544 -4.7193 -0.5976  0.00
24 C 5.3473 -3.6034 0.3846  0.00
25 Sb 2.9151 -3.6515 -1.2932  0.00
26 C 2.8347 -3.0070 -3.4968  -0.01
27 C 3.2753 -4.0463 -4.4987  0.00
28 C 3.6513 -1.7711 -3.5703  0.02
29 C 1.2932 -5.2327 -1.2161  0.00
30 C 0.6356 -5.1614 0.2153  0.00
31 C 0.3095 -4.9722 -2.4045  0.00
32 H 3.9491 -6.5880 -0.9735  0.00
33 H 3.6089 -6.1166 0.7158  0.00
34 H 5.2651 -6.6898 0.3663  0.00
35 H 5.4125 -4.7475 -1.5063  0.00
36 H 4.7526 -3.1781 1.1778  0.00
37 H 5.6954 -2.8060 -0.2910  0.01
38 H 6.3210 -3.8920 0.8762  0.00
39 H 1.7190 -2.7497 -3.5796  0.00
40 H 4.3399 -3.8665 -4.7684  0.00
41 H 2.6131 -3.8733 -5.3917  0.00
42 H 3.2512 -5.0345 -4.0498  0.00
43 H 4.6785 -1.9048 -3.2327  0.00
44 H 3.2500 -0.8781 -3.1248  -0.01
45 H 3.6855 -1.4272 -4.6408  0.00
46 H 1.8096 -6.1936 -1.3756  0.00
47 H 0.2586 -4.1040 0.4068  0.00
48 H 1.2604 -5.3287 1.1212  0.00
49 H -0.2694 -5.7758 0.2167  0.00
50 H -0.1086 -3.9442 -2.4318  0.00
51 H -0.5792 -5.6636 -2.3327  0.00
52 H 0.9371 -5.1217 -3.3104  0.00
53 Cl -2.8495 -2.4972 -1.6126  0.00
54 C -3.7732 -1.2966 -0.6198  0.00
55 C -4.8060 -1.8788 0.0962  0.00
56 C -5.7620 -1.0498 0.7072  0.00
57 C -5.7861 0.2906 0.4856  0.00
58 C -4.6858 0.8376 -0.3106  0.01
59 C -3.6238 0.0576 -0.8167  -0.01
60 C -2.2223 0.5189 -1.2203  0.06
61 H -4.8066 -2.9337 0.2800  0.00
62 H -6.5396 -1.5555 1.2402  0.00
63 H -6.6006 0.9430 0.8983  0.00
64 H -4.8113 1.8889 -0.4743  -0.01
65 H -2.1107 0.5625 -2.3401  0.01
66 H -1.6250 -0.3080 -0.9065  0.01
67 C 0.2421 0.4261 2.5341  -0.01
68 Si 0.8735 2.1269 2.8277  -0.03
69 C 2.7963 2.1693 3.2108  0.03
70 C 0.2294 2.5297 4.4495  0.01
71 C 0.4867 3.2952 1.4757  0.29
72 H 0.6163 -0.2494 3.2579  0.00
73 H 0.5714 0.0190 1.5583  0.02
74 H -0.7850 0.4219 2.5612  0.00
75 H 3.1378 1.2697 3.7017  0.00
76 H 2.8056 2.9651 3.9604  0.00
77 H 3.3643 2.3685 2.2934  0.00
78 H -0.8407 2.4072 4.6478  0.00
79 H 0.4999 3.6131 4.7828  0.00
80 H 0.7071 1.9055 5.2316  0.00
81 H 1.4853 3.7746 1.2174  -0.02
82 H -0.2526 4.0376 1.6732  -0.02